{"formula": "C6H4O", "method": "the ωB97M-V functional and the def2-TZVPD basis", "symbols": ["C", "C", "C", "C", "C", "C", "O", "H", "H", "H", "H"], "xyz": [[-3.2280, 1.8778, -1.0908], [-2.1961, 1.3095, -0.8335], [-1.0300, 0.6611, -0.4789], [-0.0177, 0.0988, -0.1302], [0.9487, -0.5473, 0.7351], [2.1116, -1.3457, 0.3202], [2.2619, -0.0124, 0.7717], [-4.1433, 2.3826, -1.3101], [0.5178, -0.7817, 1.7077], [2.3350, -1.5452, -0.7296], [2.4403, -2.0977, 1.0385]], "smiles": "C#CC#C[C@H]1CO1", "total_charge": 0, "lumo_ev": 0.7, "homo_energy_ev": -9.5, "total_energy_ha": -306.08838}

=====

{"formula": "C6H8N4O", "method": "the ωB97M-V functional and the def2-TZVPD basis", "symbols": ["C", "C", "C", "C", "C", "C", "N", "N", "N", "N", "O", "H", "H", "H", "H", "H", "H", "H", "H"], "xyz": [[2.5527, -0.6808, -0.6287], [1.7191, 1.2331, -0.0295], [1.2309, -0.8950, -0.3483], [0.4591, -2.0776, -0.3239], [-0.7090, -2.1217, 0.2905], [-1.4897, 2.5730, -0.1346], [2.8213, 0.6859, -0.3352], [0.7085, 0.3368, 0.0621], [-0.5863, 0.5190, 0.5361], [-1.9021, -2.5016, 0.7316], [-1.5088, 1.1315, -0.3187], [3.2779, -1.4150, -0.8939], [1.5440, 2.1577, 0.3724], [1.0157, -2.8699, -0.8331], [-0.9608, 2.9974, -0.9862], [-1.0311, 2.8363, 0.8618], [-2.4958, 2.8204, -0.0419], [-1.8438, -2.6987, 1.6901], [-2.8019, -2.0308, 0.3294]], "total_charge": 0, "lumo_ev": -0.2, "homo_energy_ev": -7.2, "total_energy_ha": -527.43804}

=====

{"formula": "C19H19NO4S", "method": "the ωB97M-V functional and the def2-TZVPD basis", "symbols": ["O", "O", "O", "N", "O", "C", "C", "C", "C", "C", "C", "C", "C", "C", "C", "C", "C", "C", "C", "C", "C", "C", "C", "C", "S", "H", "H", "H", "H", "H", "H", "H", "H", "H", "H", "H", "H", "H", "H", "H", "H", "H", "H", "H"], "xyz": [[-2.1083, -3.5469, 2.5857], [2.7003, 3.7008, -1.2143], [3.4855, 3.3167, 1.0397], [-2.4149, -0.6870, 1.7025], [-0.8232, -3.7270, 0.6936], [-1.6573, -3.0994, 1.5009], [-1.7100, -1.6381, 1.1046], [-1.9802, 3.5088, 1.0528], [-2.3915, 2.6770, 0.0160], [-1.8143, 2.9348, 2.3061], [-2.6626, 1.2770, 0.1588], [-2.0163, 1.4917, 2.3898], [0.4055, 0.1418, -1.4414], [1.0161, -0.4642, 0.7546], [1.4310, 1.0204, -1.4432], [2.0252, 0.5256, 0.7671], [-2.3821, 0.6419, 1.3911], [0.2146, -0.6851, -0.3117], [2.3050, 1.2764, -0.3063], [0.4974, -3.5042, -1.1797], [-1.9214, -3.4997, -1.4267], [-1.0672, -1.5000, -0.1856], [-0.8175, -3.0156, -0.5273], [4.9135, 2.1653, -0.9301], [3.3477, 2.7356, -0.2866], [-1.8775, 4.5483, 0.7577], [-2.5582, 3.1763, -0.8645], [-1.5842, 3.4679, 3.2280], [-3.0273, 0.6498, -0.7354], [-2.0988, 0.9764, 3.3822], [-0.2487, 0.1331, -2.2703], [0.8807, -0.8907, 1.7791], [1.6158, 1.6719, -2.2880], [2.4627, 0.8845, 1.7056], [0.7108, -4.5642, -1.1487], [1.3832, -3.1937, -0.6862], [0.6712, -3.1795, -2.2173], [-2.8990, -3.3152, -0.9228], [-1.8075, -4.5757, -1.5266], [-2.0286, -3.0250, -2.4041], [-1.7712, -0.9985, -0.8221], [5.7777, 2.7593, -0.4983], [4.7473, 2.3025, -1.9933], [5.0768, 1.1264, -0.6851]], "smiles": "CC1(C)OC(=O)/C(=N/c2ccccc2)[C@H]1c1ccc(S(C)(=O)=O)cc1", "total_charge": 0, "lumo_ev": -0.7, "homo_energy_ev": -8.9, "total_energy_ha": -1489.21117}

=====

{"formula": "C6H16", "method": "the ωB97M-V functional and the def2-TZVPD basis", "symbols": ["C", "C", "H", "H", "H", "H", "H", "H", "C", "C", "C", "C", "H", "H", "H", "H", "H", "H", "H", "H", "H", "H"], "xyz": [[3.0283, 0.3888, 0.0872], [3.0416, -1.0715, 0.5519], [3.3006, 0.4837, -0.9668], [2.0276, 0.7897, 0.1722], [3.7465, 1.0104, 0.6014], [3.8251, -1.2141, 1.2914], [3.2119, -1.8247, -0.2221], [2.1200, -1.3799, 1.0484], [-1.7762, 0.4181, 0.2250], [-3.1725, 0.1012, -0.2970], [-0.9988, -0.8505, 0.4935], [-1.0610, 1.2421, -0.8511], [-1.7841, 1.0931, 1.0850], [-3.0988, -0.4286, -1.2381], [-0.9802, -1.4542, -0.4238], [0.0861, -0.7122, 0.5780], [-1.2913, -1.4650, 1.3474], [-1.5231, 2.2120, -1.0138], [-0.0139, 1.4301, -0.6474], [-1.1203, 0.7708, -1.8409], [-3.8068, 0.9823, -0.3648], [-3.7608, -0.5217, 0.3844]], "smiles": "CC(C)C.CC", "total_charge": 0, "lumo_ev": 1.2, "homo_energy_ev": -11.4, "total_energy_ha": -238.18172}

=====

{"formula": "C32H83AgF3N7O9", "method": "the ωB97M-V functional and the def2-TZVPD basis", "symbols": ["Ag", "C", "O", "O", "C", "F", "F", "F", "C", "C", "H", "H", "H", "H", "H", "H", "C", "C", "C", "O", "C", "N", "H", "H", "H", "H", "H", "H", "H", "H", "H", "H", "H", "C", "C", "C", "O", "C", "N", "H", "H", "H", "H", "H", "H", "H", "H", "H", "H", "H", "C", "C", "C", "O", "C", "N", "H", "H", "H", "H", "H", "H", "H", "H", "H", "H", "H", "C", "C", "C", "O", "C", "N", "H", "H", "H", "H", "H", "H", "H", "H", "H", "H", "H", "C", "C", "C", "O", "C", "N", "H", "H", "H", "H", "H", "H", "H", "H", "H", "H", "H", "C", "C", "C", "O", "C", "N", "H", "H", "H", "H", "H", "H", "H", "H", "H", "H", "H", "C", "C", "C", "O", "C", "N", "H", "H", "H", "H", "H", "H", "H", "H", "H", "H", "H"], "xyz": [[1.0834, -1.2499, 3.6839], [0.9824, 1.6081, 1.5277], [0.0984, 0.7469, 0.7920], [0.9432, 1.0505, 2.8097], [2.3645, 1.7954, 0.8064], [3.2341, 2.4583, 1.5819], [2.9962, 0.6277, 0.4506], [2.3258, 2.5010, -0.3409], [-0.6628, 1.2963, -0.3246], [-1.2956, 0.0236, -1.0107], [-1.8252, 0.2979, -1.9230], [-0.5560, -0.7509, -1.2137], [-2.0536, -0.3643, -0.3303], [-0.1348, 1.8006, -1.1340], [-1.4765, 1.9468, -0.0039], [0.5841, 2.6200, 1.6025], [3.2856, -4.3059, 1.0758], [3.2830, -2.8283, 0.6642], [3.1313, -2.6203, -0.8715], [1.9828, -3.3787, -1.3087], [1.6067, -3.0076, -2.6875], [2.1817, -2.1783, 1.4414], [2.2795, -4.6453, 0.8295], [3.5506, -4.4278, 2.1261], [4.0213, -4.7737, 0.4216], [4.1709, -2.3371, 1.0621], [4.0091, -2.9427, -1.4315], [3.0500, -1.5614, -1.1167], [0.7069, -3.4370, -3.1280], [2.4317, -3.3070, -3.3339], [1.4581, -1.9314, -2.7763], [2.1048, -1.1986, 1.2085], [1.3507, -2.5961, 1.0477], [3.1019, 0.8808, -2.9671], [3.3644, 1.9542, -4.0591], [4.5526, 1.5245, -4.9709], [4.7401, 2.5565, -5.9285], [5.8191, 2.3900, -6.8084], [2.2263, 2.2436, -4.8992], [2.2766, 1.2888, -2.3835], [4.0694, 0.6397, -2.5267], [2.7823, -0.1027, -3.3115], [3.5576, 2.9142, -3.5805], [4.2204, 0.6401, -5.5146], [5.4781, 1.2313, -4.4753], [5.6913, 3.0902, -7.6339], [5.9342, 1.3493, -7.1115], [6.7380, 2.6322, -6.2745], [1.9799, 1.3616, -5.3253], [2.7316, 2.6869, -5.6530], [-5.0868, -1.2300, -1.6539], [-5.8265, -2.5288, -2.0259], [-6.9766, -2.9675, -1.0265], [-6.5981, -3.0235, 0.3493], [-5.6688, -4.0799, 0.5281], [-6.4081, -2.3365, -3.3018], [-4.5896, -1.3584, -0.6925], [-5.7854, -0.4202, -1.4437], [-4.3034, -0.9398, -2.3541], [-5.0316, -3.2736, -2.0624], [-7.4480, -3.8994, -1.3388], [-7.8204, -2.2801, -0.9667], [-6.0447, -5.0128, 0.1079], [-5.5215, -4.2656, 1.5920], [-4.7264, -3.8545, 0.0291], [-6.9538, -1.5120, -3.0952], [-5.7918, -2.0425, -4.0460], [-1.3721, 3.4409, -4.2724], [-0.5548, 4.7002, -3.9092], [-0.0305, 4.7007, -2.4394], [-1.1412, 4.6973, -1.5963], [-0.8587, 4.8556, -0.1668], [0.6141, 4.6202, -4.8421], [-1.9500, 3.5350, -5.1918], [-2.1337, 3.3182, -3.5022], [-0.8132, 2.5053, -4.2884], [-1.1881, 5.5502, -4.1631], [0.5698, 5.5780, -2.1986], [0.6307, 3.8428, -2.3170], [-1.8073, 4.5681, 0.2866], [-0.7738, 5.9195, 0.0546], [-0.0650, 4.3137, 0.3476], [1.0357, 3.7062, -4.7593], [0.2277, 4.5687, -5.7739], [-2.0536, 3.4159, 3.6107], [-2.4701, 2.0419, 3.9875], [-2.8888, 1.1342, 2.7641], [-3.9465, 1.8058, 2.0069], [-4.2990, 1.1017, 0.7949], [-1.3399, 1.4565, 4.7296], [-1.2372, 3.4613, 2.8900], [-1.6980, 4.0133, 4.4503], [-2.8560, 3.9979, 3.1574], [-3.3292, 2.1059, 4.6554], [-3.2268, 0.2016, 3.2160], [-2.0265, 0.9521, 2.1227], [-5.1804, 1.5304, 0.3181], [-4.6485, 0.1208, 1.1171], [-3.4865, 1.0437, 0.0707], [-1.0199, 2.0241, 5.5012], [-0.5679, 1.3474, 4.0875], [4.4396, -1.9934, 5.0976], [4.0778, -0.4575, 5.0028], [4.3823, 0.2176, 3.6291], [5.7612, 0.4145, 3.3575], [5.9746, 0.8509, 2.0685], [2.6805, -0.4546, 5.3754], [4.3539, -2.4594, 4.1160], [3.9611, -2.5343, 5.9141], [5.5161, -1.9534, 5.2643], [4.6204, 0.0456, 5.8031], [3.8600, 1.1742, 3.6133], [4.0200, -0.4755, 2.8698], [7.0439, 0.8280, 1.8583], [5.7192, 1.8903, 1.8620], [5.4866, 0.2971, 1.2665], [2.2496, 0.4560, 5.3038], [2.5868, -0.6743, 6.3567], [-1.1920, -3.5104, 0.1553], [-1.8225, -2.6725, 1.2842], [-2.6002, -3.5025, 2.3738], [-3.3774, -2.5501, 3.1304], [-4.3567, -3.0527, 4.0443], [-0.8464, -1.8193, 1.9201], [-0.7198, -4.4178, 0.5320], [-0.4943, -2.9025, -0.4207], [-1.9628, -3.8284, -0.5467], [-2.6255, -2.0238, 0.9346], [-1.8440, -3.9665, 3.0071], [-3.2589, -4.2086, 1.8684], [-4.0094, -3.9386, 4.5760], [-5.2429, -3.3744, 3.4973], [-4.5351, -2.2477, 4.7573], [-0.5221, -1.0945, 1.2959], [-1.3326, -1.4237, 2.7121]], "spin_multiplicity": 2, "total_charge": 1, "lumo_ev": [-2.6, -6.7], "homo_energy_ev": [-10.2, -10.2], "total_energy_ha": -2775.54456}

=====

- Number 3 is which compound?
  C19H19NO4S